{
  "formula": "C13H13BeCl3F2LiN7O5S",
  "method": "wB97M-V/def2-TZVPD",
  "species": ["N", "C", "C", "C", "C", "N", "C", "O", "F", "C", "O", "F", "C", "N", "C", "N", "C", "S", "C", "N", "C", "H", "H", "H", "H", "H", "C", "O", "N", "N", "H", "H", "H", "H", "C", "Cl", "Cl", "H", "H", "Be", "O", "H", "O", "H", "Li", "Cl"],
  "coordinates": [[-0.896, -2.719, -0.966], [-0.411, -1.416, -1.021], [0.852, -1.151, -1.495], [1.336, 0.166, -1.517], [0.560, 1.198, -1.078], [1.046, 2.576, -1.065], [2.215, 2.739, -1.887], [3.293, 2.364, -1.631], [1.942, 3.389, -2.991], [1.376, 3.072, 0.221], [2.014, 4.039, 0.417], [0.902, 2.313, 1.258], [-0.735, 0.961, -0.616], [-1.515, 2.010, -0.193], [-2.739, 1.694, 0.195], [-3.489, 2.843, 0.634], [-2.983, 3.251, 1.681], [-2.011, 3.776, 2.786], [-3.223, 0.398, 0.233], [-2.500, -0.639, -0.133], [-1.258, -0.350, -0.576], [-1.379, -2.875, -0.080], [-0.105, -3.354, -0.938], [1.459, -1.984, -1.824], [2.324, 0.329, -1.893], [-4.233, 0.231, 0.577], [-3.749, -4.508, 1.414], [-2.982, -3.593, 1.155], [-4.859, -4.331, 2.190], [-3.557, -5.776, 0.949], [-5.501, -5.066, 2.415], [-5.027, -3.410, 2.547], [-2.751, -5.938, 0.375], [-4.173, -6.540, 1.149], [5.195, -0.768, -0.338], [6.204, -2.114, -0.986], [3.497, -1.161, -0.339], [5.507, -0.563, 0.678], [5.350, 0.106, -0.963], [-0.955, 3.572, 0.605], [5.017, 4.068, 0.406], [4.437, 3.511, -0.122], [-2.844, 7.433, 2.649], [-2.645, 6.498, 2.679], [7.865, -0.966, -2.018], [4.126, -3.316, -2.543]],
  "lowdin_charge": [0.1430, -0.2181, -0.0469, -0.0497, -0.1412, 0.1250, -0.4881, 0.2180, 0.2053, -0.5473, 0.2210, 0.0989, -0.1022, 0.1433, -0.2737, 0.1543, -0.6651, 0.9890, -0.0270, 0.2163, -0.1162, 0.0589, 0.1086, 0.0715, 0.0800, 0.1329, -0.6671, 0.0040, 0.1536, 0.1586, 0.0958, 0.1011, 0.1066, 0.0967, -0.9265, 0.3494, 0.6321, 0.0391, 0.0296, 0.5984, -0.4050, -0.1914, -0.4053, -0.2419, 0.7772, -0.5953],
  "e_tot_ha": -3263.0756,
  "charge": 0,
  "max_force_ev_per_a": 1.6,
  "multiplicity": 1,
  "homo_lumo_gap_ev": 2.669
}

=====

{
  "formula": "C3H7INP",
  "method": "wB97M-V/def2-TZVPD",
  "species": ["H", "P", "N", "C", "C", "C", "H", "H", "H", "H", "H", "I", "H"],
  "coordinates": [[-0.485, 3.007, -1.096], [0.670, 2.426, -0.521], [0.669, 0.896, -0.698], [-0.249, -0.142, -1.085], [-1.100, -0.582, 0.027], [-0.951, -0.399, 1.329], [0.334, -0.975, -1.464], [-0.953, 0.177, -1.953], [-1.782, -1.390, -0.336], [-1.757, -0.926, 1.956], [0.028, -0.017, 1.668], [3.389, -1.542, 1.303], [2.186, -0.533, 0.869]],
  "lowdin_charge": [-0.1766, 0.7986, -0.4520, -0.3634, -0.2400, -0.0218, 0.1028, 0.1326, 0.1120, 0.0866, 0.0385, 0.3717, -0.3890],
  "e_tot_ha": -812.2072,
  "charge": 0,
  "max_force_ev_per_a": 2.6,
  "multiplicity": 1,
  "smiles": "[H]/P=N\\CC=C.I",
  "homo_lumo_gap_ev": 8.824
}

=====

{
  "formula": "C6H10N",
  "method": "wB97M-V/def2-TZVPD",
  "species": ["C", "C", "C", "C", "C", "C", "N", "H", "H", "H", "H", "H", "H", "H", "H", "H", "H"],
  "coordinates": [[-2.721, 1.109, -0.853], [-1.588, 0.711, -0.750], [1.924, 1.097, -0.610], [0.668, 1.007, -0.175], [0.255, 1.859, 1.004], [-0.301, 0.263, -0.863], [-0.726, -2.781, -0.344], [-3.706, 1.409, -1.264], [2.365, 0.627, -1.468], [2.654, 1.885, -0.184], [1.101, 1.939, 1.793], [-0.005, 2.879, 0.630], [-0.678, 1.586, 1.569], [-0.191, -0.545, -1.588], [-0.023, -2.704, -1.011], [-1.379, -3.522, -0.381], [-0.120, -3.033, 0.471]],
  "lowdin_charge": [0.2837, -0.0729, 0.1990, -0.3388, -0.0505, 0.0601, 0.0467, 0.1086, 0.0934, 0.1444, 0.1272, 0.1084, 0.1017, 0.1367, -0.0189, 0.0158, 0.0554],
  "e_tot_ha": -288.9514,
  "charge": 1,
  "max_force_ev_per_a": 3.9,
  "multiplicity": 1,
  "homo_lumo_gap_ev": 6.906
}

=====

{
  "formula": "C4H4CuLiO5",
  "method": "wB97M-V/def2-TZVPD",
  "species": ["O", "C", "O", "Li", "O", "C", "C", "H", "H", "H", "H", "O", "O", "C", "Cu"],
  "coordinates": [[-0.036, -0.605, -3.688], [-0.275, -0.926, -2.493], [-1.203, -1.713, -2.176], [-1.454, -1.879, -4.116], [0.467, -0.330, -1.556], [0.350, -0.778, -0.201], [1.374, -0.057, 0.664], [0.522, -1.865, -0.167], [-0.669, -0.570, 0.160], [1.487, -0.706, 1.564], [2.349, -0.124, 0.127], [-2.392, 2.624, 4.911], [1.045, 1.229, 0.991], [-1.664, 2.780, 4.068], [0.098, 2.920, 1.912]],
  "lowdin_charge": [-0.1028, -0.8196, -0.1052, 0.8258, 0.0177, -0.1777, -0.4134, 0.1242, 0.1244, 0.1024, 0.1150, 0.0913, -0.3641, 0.0397, 0.5423],
  "e_tot_ha": -2179.0077,
  "charge": 0,
  "max_force_ev_per_a": 2.7,
  "multiplicity": 1,
  "homo_lumo_gap_ev": 6.458
}

=====

{
  "formula": "C10H11ClNO5",
  "method": "wB97M-V/def2-TZVPD",
  "species": ["Cl", "C", "C", "O", "C", "C", "N", "H", "H", "H", "H", "H", "H", "H", "H", "H", "C", "C", "C", "O", "C", "C", "C", "O", "O", "O", "H", "H"],
  "coordinates": [[-1.580, 1.795, -3.425], [-0.494, 2.591, -2.259], [-1.271, 2.817, -0.938], [-0.512, 2.737, 0.223], [0.288, 1.554, 0.249], [1.355, 1.724, -0.779], [0.695, 1.677, -2.125], [-0.180, 3.501, -2.749], [-2.135, 2.150, -0.922], [-1.663, 3.831, -0.984], [0.768, 1.411, 1.214], [-0.316, 0.674, 0.013], [2.078, 0.915, -0.696], [1.866, 2.669, -0.631], [0.445, 0.721, -2.388], [1.382, 1.969, -2.818], [-0.725, -1.635, 2.193], [0.586, -1.415, 1.807], [1.305, -2.595, 1.108], [2.451, -2.427, 0.644], [0.622, -3.827, 1.008], [-0.700, -4.080, 1.414], [-1.457, -2.858, 2.015], [-2.645, -2.937, 2.328], [-1.306, -5.158, 1.325], [1.228, -0.336, 1.936], [-1.286, -0.834, 2.672], [1.200, -4.632, 0.563]],
  "lowdin_charge": [0.6963, -0.5760, -0.2344, -0.0952, -0.1667, -0.0743, 0.0445, 0.1107, 0.1157, 0.1330, 0.1163, 0.1444, 0.1531, 0.1428, 0.1642, 0.1734, -0.0360, -0.4234, -0.4274, -0.0805, -0.0408, -0.4273, -0.3932, -0.0213, -0.0473, -0.1242, 0.0864, 0.0872],
  "e_tot_ha": -1278.7129,
  "charge": -1,
  "max_force_ev_per_a": 1.1,
  "multiplicity": 1,
  "homo_lumo_gap_ev": 3.090
}

=====

{
  "formula": "C16H16ClCuO3",
  "method": "wB97M-V/def2-TZVPD",
  "species": ["Cu", "C", "C", "C", "C", "C", "C", "C", "H", "H", "H", "H", "H", "H", "H", "H", "C", "C", "C", "C", "Cl", "C", "C", "C", "O", "C", "C", "O", "O", "H", "H", "H", "H", "H", "H", "H", "H"],
  "coordinates": [[1.122, -1.288, -0.616], [5.379, -1.856, 0.079], [4.198, -1.652, -0.837], [4.040, -0.446, -1.543], [2.952, -0.235, -2.361], [1.970, -1.234, -2.511], [2.140, -2.476, -1.855], [3.254, -2.652, -1.004], [5.118, -1.594, 1.107], [6.220, -1.230, -0.216], [5.706, -2.896, 0.077], [4.790, 0.330, -1.440], [2.850, 0.698, -2.900], [1.191, -1.113, -3.254], [1.512, -3.324, -2.104], [3.397, -3.607, -0.510], [-2.651, 3.645, 1.623], [-3.247, 2.465, 0.929], [-4.282, 2.569, 0.050], [-4.795, 1.417, -0.572], [-6.074, 1.566, -1.655], [-4.270, 0.117, -0.316], [-3.243, -0.030, 0.551], [-2.715, 1.137, 1.185], [-1.755, 1.110, 2.045], [-1.040, -0.126, 2.365], [-0.193, -0.596, 1.185], [-0.280, -1.799, 0.830], [0.555, 0.238, 0.617], [-3.121, 4.567, 1.289], [-1.577, 3.698, 1.435], [-2.776, 3.554, 2.705], [-4.711, 3.536, -0.177], [-4.699, -0.741, -0.816], [-2.828, -1.011, 0.743], [-1.740, -0.891, 2.682], [-0.395, 0.150, 3.189]],
  "mulliken_spin": [-0.0009, 0.0000, 0.0001, 0.0000, 0.0001, 0.0003, -0.0003, -0.0002, 0.0000, 0.0000, 0.0000, 0.0000, 0.0000, 0.0000, 0.0001, 0.0000, 0.0002, 0.1833, -0.0445, 0.2727, 0.1019, 0.0338, 0.0678, 0.1979, 0.1745, -0.0019, 0.0090, 0.0032, -0.0007, 0.0002, 0.0080, 0.0105, -0.0016, -0.0018, -0.0091, -0.0008, -0.0018],
  "e_tot_ha": -2945.4390,
  "charge": 1,
  "max_force_ev_per_a": 0.8,
  "multiplicity": 2,
  "homo_lumo_gap_ev": [8.063, 4.540]
}